No. 1
Computed, not measured: 3 unconnected molecules or ions with the total composition C29H50N2O2S at a distorted geometry, with ωB97M-V/def2-TZVPD.

Geometry (Å):
C -0.966 3.049 0.629
C -0.050 2.534 -0.325
C 0.919 1.291 -0.051
C 0.188 0.000 0.550
C 0.129 -0.213 2.091
N -0.475 -1.297 2.794
C -1.001 -2.215 1.820
C -1.680 -3.531 2.398
C -2.269 -4.660 1.532
C -2.231 -4.470 -0.049
C -2.847 -5.662 -0.911
C -1.767 -6.626 -1.623
C -0.231 -6.303 -1.290
C 0.269 -6.924 0.128
C 0.667 -7.073 -2.420
C -1.613 -3.169 -0.671
S -1.587 -2.863 -2.488
C 0.136 -2.906 -3.228
O -2.092 -1.444 -2.755
O -2.458 -3.783 -3.307
C -0.981 -2.063 0.282
N -0.392 -0.922 -0.367
H -0.806 2.947 1.753
H -1.909 3.576 0.252
H 0.036 3.041 -1.353
H 1.374 0.953 -1.061
H 1.782 1.613 0.629
H 0.622 0.604 2.742
H -1.713 -3.683 3.540
H -2.721 -5.605 1.985
H -3.481 -6.317 -0.193
H -3.596 -5.303 -1.718
H -1.961 -6.686 -2.758
H -1.968 -7.699 -1.230
H 0.060 -5.201 -1.376
H 1.422 -6.884 0.144
H -0.021 -8.027 0.228
H -0.140 -6.328 1.013
H 1.718 -6.585 -2.359
H 0.296 -6.865 -3.486
H 0.820 -8.181 -2.185
H 0.691 -3.790 -2.763
H 0.633 -1.926 -2.902
H 0.000 -3.014 -4.355
C 1.288 2.270 8.637
C 2.618 2.624 7.985
C 2.462 3.127 6.548
C 1.860 2.112 5.571
C 2.628 0.793 5.457
C 4.045 0.977 4.931
H 0.777 1.465 8.103
H 1.447 1.935 9.664
H 0.626 3.140 8.662
H 3.286 1.758 8.018
H 3.102 3.407 8.579
H 3.441 3.453 6.181
H 1.831 4.024 6.551
H 1.800 2.578 4.581
H 0.826 1.895 5.862
H 2.083 0.130 4.775
H 2.658 0.281 6.422
H 4.034 1.438 3.938
H 4.546 0.008 4.846
H 4.647 1.602 5.595
C -2.347 3.622 -3.861
C -1.113 3.531 -4.749
C -0.196 4.750 -4.622
C -0.828 6.080 -5.048
C -1.350 6.114 -6.486
C -0.252 5.910 -7.520
H -2.970 4.481 -4.122
H -2.959 2.724 -3.971
H -2.060 3.712 -2.810
H -1.419 3.387 -5.790
H -0.546 2.637 -4.470
H 0.711 4.571 -5.209
H 0.135 4.840 -3.581
H -0.084 6.874 -4.919
H -1.650 6.327 -4.368
H -1.823 7.087 -6.662
H -2.134 5.365 -6.628
H 0.514 6.685 -7.431
H -0.669 5.964 -8.531
H 0.229 4.935 -7.415

Calculated values
total energy	-48785.639	eV
HOMO energy	-0.33428	hartree
SMILES string	C=CCc1cnc2ccc(CCC(C)C)c(S(C)(=O)=O)c2n1.CCCCCC.CCCCCC
molar mass	490.8	u
LUMO	-0.04848	hartree
relative energy (zero: lowest compared OMol25 entry of this formula, charge and spin)	718.56	kJ/mol
gap between HOMO and LUMO	7.8	eV
maximum force	6.34	eV/Å

***

No. 2
Computed, not measured: a molecular structure, C29H50P2Zr at a distorted geometry, with ωB97M-V/def2-TZVPD.

Geometry (Å):
Zr 0.804 -0.018 1.407
C 3.276 0.594 1.104
C 2.565 1.644 1.783
C 2.329 -0.322 3.058
C 3.135 -0.614 1.881
C 1.980 1.095 3.004
C 4.267 0.794 0.013
H 3.983 1.593 -0.685
H 4.432 -0.110 -0.589
H 5.248 1.083 0.431
C 3.785 -1.910 1.579
H 4.530 -1.809 0.779
H 3.047 -2.656 1.251
H 4.296 -2.316 2.467
C 1.753 -1.340 3.968
H 2.541 -1.955 4.437
H 1.106 -2.053 3.417
H 1.131 -0.881 4.754
C 0.955 1.793 3.812
H 1.408 2.434 4.583
H 0.278 1.098 4.332
H 0.311 2.462 3.205
C 2.609 3.079 1.416
H 3.053 3.687 2.220
H 1.605 3.478 1.224
H 3.204 3.249 0.509
C 0.537 -0.374 -2.361
C 1.338 0.709 -2.477
C 1.057 2.126 -2.035
C -0.187 2.497 -1.213
C -0.640 1.665 -0.030
C -1.863 0.759 -0.094
C -1.657 -0.589 -0.857
C -0.948 -0.332 -2.224
H 1.098 2.830 -2.894
H -1.049 2.772 -1.892
H 1.937 2.416 -1.433
H -1.213 0.766 -2.514
H 0.979 -1.365 -2.191
H 2.405 0.505 -2.595
H -1.376 -1.082 -2.917
H -1.120 -1.379 -0.273
H -2.155 0.501 0.952
H -2.658 -1.012 -1.059
H 0.073 3.481 -0.763
H -0.758 2.400 0.797
P -2.337 1.739 -3.345
C -2.594 0.830 -4.886
C -2.378 3.491 -3.869
P -3.347 1.735 -0.471
C -3.747 1.511 -2.243
C -3.261 3.543 -0.299
C -4.850 1.149 0.356
H -2.974 -0.177 -4.706
H -1.634 0.737 -5.411
H -3.294 1.375 -5.526
H -3.284 3.639 -4.468
H -1.495 3.712 -4.475
H -2.392 4.181 -3.022
H -5.706 1.417 -0.282
H -4.982 1.624 1.339
H -4.820 0.055 0.472
H -4.205 0.529 -2.396
H -4.486 2.290 -2.480
H -3.635 3.836 0.694
H -3.914 3.999 -1.058
H -2.237 3.915 -0.424
C 1.498 -5.377 0.083
C 0.667 -4.816 1.245
C -0.772 -5.329 1.216
C 1.333 -5.111 2.596
C 0.634 -3.360 1.140
C 0.567 -2.121 1.127
H 1.609 -6.465 0.154
H 2.503 -4.931 0.076
H 1.013 -5.144 -0.874
H -0.820 -6.410 1.339
H -1.346 -4.869 2.023
H -1.249 -5.071 0.266
H 2.337 -4.659 2.635
H 0.730 -4.672 3.405
H 1.430 -6.187 2.782

Calculated values
total energy	-50722.959	eV
HOMO energy	-0.43765	hartree
molar mass	551.9	u
LUMO	-0.24806	hartree
relative energy (zero: lowest compared OMol25 entry of this formula, charge and spin)	202.13	kJ/mol
gap between HOMO and LUMO	5.2	eV
net charge	+2
maximum force	3.61	eV/Å

***

No. 3
Computed, not measured: a molecular structure, C29H51LaNO2SSi2 at a distorted geometry, with ωB97M-V/def2-TZVPD.

Geometry (Å):
O -0.863 -2.546 -1.733
O -2.015 -0.758 -2.829
C 0.226 -3.615 -1.793
C 0.774 -3.936 -0.425
H 1.101 -3.339 -2.417
H -0.305 -4.455 -2.240
H 1.048 -3.069 0.187
H 1.726 -4.449 -0.561
H 0.091 -4.607 0.095
C -1.882 -2.752 -0.697
C -2.897 -3.826 -0.978
H -2.405 -1.803 -0.482
H -1.252 -2.997 0.152
H -3.591 -3.568 -1.788
H -3.435 -3.856 -0.035
H -2.491 -4.830 -1.116
C -3.206 0.248 -2.829
C -1.925 -1.433 -4.149
C -4.266 -0.301 -1.909
H -3.517 0.305 -3.887
H -2.838 1.237 -2.522
H -4.568 -1.325 -2.194
H -5.166 0.331 -1.861
H -3.841 -0.328 -0.897
C -3.071 -2.351 -4.488
H -0.979 -1.977 -4.096
H -1.867 -0.628 -4.906
H -3.189 -3.154 -3.763
H -2.798 -2.841 -5.434
H -4.025 -1.833 -4.673
H -1.427 -1.222 -2.154
La 0.981 1.553 0.478
C -0.088 0.053 -1.186
Si 0.723 0.950 -2.552
H -1.000 0.456 -0.721
H 0.438 -0.685 -0.567
C 1.682 -0.259 -3.692
C 1.947 2.192 -1.798
C -0.384 1.946 -3.723
C 2.859 -0.075 0.677
Si 3.936 1.078 1.637
H 3.379 -0.496 -0.210
H 2.637 -0.928 1.371
C 4.740 2.271 0.441
C 5.251 0.257 2.635
C 2.897 2.149 2.852
H 0.162 2.517 -4.488
H -0.950 2.683 -3.138
H -1.110 1.315 -4.262
H 2.638 -0.521 -3.198
H 1.907 0.158 -4.692
H 1.077 -1.168 -3.857
H 2.676 1.731 -1.080
H 1.469 3.096 -1.319
H 2.560 2.567 -2.616
H 5.752 -0.506 2.026
H 4.828 -0.209 3.532
H 5.976 1.023 2.937
H 2.411 1.577 3.670
H 2.148 2.847 2.407
H 3.690 2.809 3.259
H 5.646 2.640 0.933
H 4.120 3.141 0.191
H 5.032 1.765 -0.488
S -1.214 1.580 5.094
C -0.166 0.159 5.174
C 0.153 -0.620 6.291
C 0.956 -1.733 6.099
C 1.373 -2.126 4.812
C 0.947 -1.412 3.667
C 0.256 -0.214 3.870
N -0.154 0.658 2.851
C -0.981 1.602 3.337
C -1.446 2.737 2.561
C -2.433 3.568 3.134
C -2.980 4.604 2.417
C -2.535 4.835 1.105
C -1.519 4.006 0.533
C -0.891 3.058 1.300
H -0.231 -0.323 7.288
H 1.286 -2.312 6.975
H 2.032 -2.975 4.684
H 1.089 -1.756 2.647
H -2.734 3.431 4.179
H -3.734 5.236 2.898
H -3.014 5.645 0.580
H -1.238 4.097 -0.534

Calculated values
total energy	-63926.482	eV
HOMO energy	-0.34311	hartree
molar mass	672.9	u
LUMO	-0.08410	hartree
relative energy (zero: lowest compared OMol25 entry of this formula, charge and spin)	475.75	kJ/mol
gap between HOMO and LUMO	7.0	eV
net charge	+1
maximum force	4.87	eV/Å

***

No. 4
Computed, not measured: a molecular structure, C29H52As3N2O4RuS3, with ωB97M-V/def2-TZVPD.

Geometry (Å):
Ru 1.156 -0.412 -0.286
C -3.432 1.933 1.152
As -1.492 2.237 1.089
C -1.430 3.443 2.624
C -1.468 3.664 -0.292
C -1.031 3.257 -1.711
C 0.498 3.149 -1.795
C -1.684 1.924 -2.131
As -0.694 0.221 -1.867
C -0.037 -0.086 -3.662
C -2.187 -0.996 -1.769
C -1.374 4.383 -2.725
As -3.198 5.060 -2.881
C -3.470 6.565 -1.719
C -4.605 3.785 -2.577
H -3.974 2.869 1.012
H -3.679 1.546 2.140
H -3.760 1.205 0.413
H -2.209 4.201 2.535
H -0.459 3.933 2.683
H -1.595 2.878 3.540
H -0.828 4.472 0.073
H -2.495 4.046 -0.296
H 0.868 2.421 -1.070
H 0.972 4.106 -1.571
H 0.820 2.840 -2.791
H -1.862 1.888 -3.209
H -2.651 1.813 -1.640
H -0.804 0.208 -4.377
H 0.172 -1.149 -3.758
H 0.874 0.481 -3.846
H -2.861 -0.803 -2.604
H -2.724 -0.876 -0.830
H -1.786 -2.004 -1.846
H -1.078 4.080 -3.731
H -0.809 5.290 -2.494
H -2.610 7.229 -1.774
H -3.589 6.168 -0.709
H -4.369 7.103 -2.012
H -4.502 2.931 -3.241
H -5.559 4.278 -2.760
H -4.544 3.477 -1.532
O -0.529 -3.592 -3.087
C 0.562 -4.416 -3.068
C 0.562 -5.555 -3.863
C 1.644 -6.413 -3.863
C 2.751 -6.147 -3.064
C 2.753 -5.022 -2.273
C 1.667 -4.128 -2.252
C 1.775 -2.955 -1.381
O 0.882 -1.982 -1.461
N 2.785 -2.885 -0.561
N 2.810 -1.685 0.117
C 3.703 -1.681 1.041
S 4.684 -3.071 1.374
C 5.377 -2.411 2.921
C 5.542 -0.914 2.772
S 4.080 -0.209 1.972
H -1.173 -3.977 -3.694
H -0.300 -5.768 -4.485
H 1.624 -7.294 -4.491
H 3.601 -6.813 -3.067
H 3.608 -4.799 -1.653
H 6.343 -2.888 3.077
H 4.722 -2.677 3.749
H 6.370 -0.660 2.111
H 5.677 -0.388 3.719
C 2.045 1.104 3.455
C 2.562 2.299 2.652
C 2.150 2.249 1.174
O 2.099 0.922 0.701
C 2.798 -0.231 3.283
H 1.002 0.928 3.182
H 2.071 1.349 4.517
H 3.646 2.388 2.755
H 2.152 3.214 3.081
H 2.863 2.815 0.569
H 1.170 2.723 1.058
H 3.336 -0.524 4.185
H 2.115 -1.029 2.996
O 0.204 -1.513 1.466
S -1.281 -1.648 1.836
C -1.298 -2.016 3.611
C -2.139 -3.276 3.779
C -1.729 -4.198 2.633
C -1.765 -3.340 1.370
H -1.663 -1.145 4.152
H -0.248 -2.193 3.856
H -3.203 -3.036 3.717
H -1.964 -3.722 4.757
H -2.398 -5.052 2.538
H -0.722 -4.583 2.798
H -2.767 -3.273 0.946
H -1.065 -3.638 0.589

Calculated values
total energy	-259663.011	eV
spin multiplicity	5
HOMO energy (spin up / spin down)	-0.54285 / -0.54202	hartree
molar mass	914.8	u
LUMO (spin up / spin down)	-0.27349 / -0.36610	hartree
relative energy (zero: lowest compared OMol25 entry of this formula, charge and spin)	181.69	kJ/mol
gap between HOMO and LUMO (spin up / spin down)	7.3 / 4.8	eV
net charge	+3
maximum force	0.62	eV/Å

***

No. 5
Computed, not measured: a molecular structure, C29H53N2O5PS2 at a distorted geometry, with ωB97M-V/def2-TZVPD.

Geometry (Å):
C -2.088 1.310 3.632
C -1.539 -0.195 3.711
C -2.436 -1.408 4.102
C -1.894 -2.861 4.137
C -0.405 -3.137 3.763
C 0.473 -1.918 3.373
C 2.025 -2.129 2.926
C 2.106 -1.531 1.420
C 1.162 -2.200 0.377
C 1.098 -1.691 -1.133
C 2.013 -0.502 -1.596
P 2.010 0.118 -3.403
S 2.618 1.968 -3.583
C 2.951 0.162 -0.504
N 3.869 1.278 -0.618
S 4.572 1.543 0.938
N 3.889 0.315 1.958
C 3.022 -0.334 0.990
C -0.028 -0.427 3.331
H -2.657 1.392 2.626
H -1.199 2.025 3.601
H -2.773 1.471 4.533
H -3.534 -1.171 4.358
H -2.541 -3.776 4.390
H 0.070 -4.188 3.733
H 2.269 -3.249 2.969
H 2.744 -1.606 3.645
H 0.447 -3.056 0.643
H 0.409 -2.161 -1.914
H 2.999 -0.693 -4.081
H 0.746 -0.114 -4.060
H 0.662 0.447 3.040
C 1.720 -5.662 -3.539
C 0.910 -4.552 -4.189
C 0.365 -4.982 -5.542
O 1.734 -3.399 -4.355
H 2.582 -5.931 -4.158
H 2.114 -5.334 -2.573
H 1.110 -6.555 -3.382
H 0.082 -4.268 -3.532
H 1.180 -5.228 -6.231
H -0.205 -4.170 -6.002
H -0.286 -5.855 -5.446
H 2.471 -3.639 -4.934
C 1.337 1.615 -8.433
C 1.368 0.228 -7.811
C 0.030 -0.127 -7.181
O 2.388 0.176 -6.817
H 1.130 2.378 -7.675
H 2.308 1.861 -8.871
H 0.574 1.682 -9.213
H 1.621 -0.512 -8.576
H -0.223 0.576 -6.380
H 0.070 -1.122 -6.728
H -0.773 -0.112 -7.923
H 2.172 0.830 -6.134
C -3.263 6.064 6.050
C -2.773 4.625 6.024
C -2.404 4.140 7.418
O -1.634 4.527 5.172
H -2.484 6.735 6.425
H -3.513 6.402 5.041
H -4.148 6.168 6.684
H -3.549 3.979 5.604
H -1.595 4.745 7.840
H -2.042 3.109 7.383
H -3.263 4.187 8.092
H -0.940 5.097 5.536
C 1.877 6.338 3.747
C 1.094 7.540 4.252
C 1.960 8.789 4.292
O 0.596 7.265 5.561
H 2.723 6.118 4.407
H 1.246 5.445 3.735
H 2.259 6.511 2.738
H 0.229 7.713 3.605
H 2.808 8.654 4.971
H 1.387 9.641 4.668
H 2.344 9.035 3.299
H 1.353 7.111 6.142
C -3.196 -4.936 -3.304
C -2.404 -6.088 -2.704
C -3.323 -7.123 -2.074
O -1.511 -5.582 -1.713
H -3.778 -4.420 -2.535
H -2.523 -4.194 -3.743
H -3.880 -5.290 -4.080
H -1.796 -6.560 -3.481
H -3.909 -6.682 -1.262
H -2.739 -7.938 -1.637
H -4.010 -7.543 -2.813
H -2.040 -5.162 -1.021

Calculated values
total energy	-75100.352	eV
HOMO energy	-0.30314	hartree
molar mass	604.9	u
LUMO	-0.04937	hartree
relative energy (zero: lowest compared OMol25 entry of this formula, charge and spin)	590.02	kJ/mol
gap between HOMO and LUMO	6.9	eV
maximum force	6.35	eV/Å

***

- Among the records above, which one has the lowest relative energy (zero: lowest compared OMol25 entry of this formula, charge and spin)?
  C29H52As3N2O4RuS3

***

- Among the records above, which one has the lowest relative energy (zero: lowest compared OMol25 entry of this formula, charge and spin)?
  C29H52As3N2O4RuS3

***

Please write out number 2 again, unchanged.
Computed, not measured: a molecular structure, C29H50P2Zr at a distorted geometry, with ωB97M-V/def2-TZVPD.

Geometry (Å):
Zr 0.804 -0.018 1.407
C 3.276 0.594 1.104
C 2.565 1.644 1.783
C 2.329 -0.322 3.058
C 3.135 -0.614 1.881
C 1.980 1.095 3.004
C 4.267 0.794 0.013
H 3.983 1.593 -0.685
H 4.432 -0.110 -0.589
H 5.248 1.083 0.431
C 3.785 -1.910 1.579
H 4.530 -1.809 0.779
H 3.047 -2.656 1.251
H 4.296 -2.316 2.467
C 1.753 -1.340 3.968
H 2.541 -1.955 4.437
H 1.106 -2.053 3.417
H 1.131 -0.881 4.754
C 0.955 1.793 3.812
H 1.408 2.434 4.583
H 0.278 1.098 4.332
H 0.311 2.462 3.205
C 2.609 3.079 1.416
H 3.053 3.687 2.220
H 1.605 3.478 1.224
H 3.204 3.249 0.509
C 0.537 -0.374 -2.361
C 1.338 0.709 -2.477
C 1.057 2.126 -2.035
C -0.187 2.497 -1.213
C -0.640 1.665 -0.030
C -1.863 0.759 -0.094
C -1.657 -0.589 -0.857
C -0.948 -0.332 -2.224
H 1.098 2.830 -2.894
H -1.049 2.772 -1.892
H 1.937 2.416 -1.433
H -1.213 0.766 -2.514
H 0.979 -1.365 -2.191
H 2.405 0.505 -2.595
H -1.376 -1.082 -2.917
H -1.120 -1.379 -0.273
H -2.155 0.501 0.952
H -2.658 -1.012 -1.059
H 0.073 3.481 -0.763
H -0.758 2.400 0.797
P -2.337 1.739 -3.345
C -2.594 0.830 -4.886
C -2.378 3.491 -3.869
P -3.347 1.735 -0.471
C -3.747 1.511 -2.243
C -3.261 3.543 -0.299
C -4.850 1.149 0.356
H -2.974 -0.177 -4.706
H -1.634 0.737 -5.411
H -3.294 1.375 -5.526
H -3.284 3.639 -4.468
H -1.495 3.712 -4.475
H -2.392 4.181 -3.022
H -5.706 1.417 -0.282
H -4.982 1.624 1.339
H -4.820 0.055 0.472
H -4.205 0.529 -2.396
H -4.486 2.290 -2.480
H -3.635 3.836 0.694
H -3.914 3.999 -1.058
H -2.237 3.915 -0.424
C 1.498 -5.377 0.083
C 0.667 -4.816 1.245
C -0.772 -5.329 1.216
C 1.333 -5.111 2.596
C 0.634 -3.360 1.140
C 0.567 -2.121 1.127
H 1.609 -6.465 0.154
H 2.503 -4.931 0.076
H 1.013 -5.144 -0.874
H -0.820 -6.410 1.339
H -1.346 -4.869 2.023
H -1.249 -5.071 0.266
H 2.337 -4.659 2.635
H 0.730 -4.672 3.405
H 1.430 -6.187 2.782

Calculated values
total energy	-50722.959	eV
HOMO energy	-0.43765	hartree
molar mass	551.9	u
LUMO	-0.24806	hartree
relative energy (zero: lowest compared OMol25 entry of this formula, charge and spin)	202.13	kJ/mol
gap between HOMO and LUMO	5.2	eV
net charge	+2
maximum force	3.61	eV/Å

***

- molar mass of number 1 (C29H50N2O2S)?
  490.8 u